No. 1
Computed, not measured: a cluster of 11 separate species, C58H149N11O18 in total in a non-equilibrium geometry, with wB97M-V/def2-TZVPD.

Calculated values
total energy	-4255.18211	Ha
SMILES	COC[C@H](C)N.COC[C@H](C)N.COC[C@H](C)N.COC[C@H](C)N.COCCNCCOC.COCCNCCOC.COCCNCCOC.COCCNCCOC.COCCNCCOC.COCCNCCOC.COCCNCCOC
net charge	0
ΔE to the lowest compared entry with this formula, charge and spin	729.1	kJ/mol

Last columns: bonded neighbours and bond lengths (Å).
Element x y z (Å)
1 C 0.28931 6.07285 4.55011  O2 1.416, H10 1.090, H11 1.090, H12 1.090
2 O -0.96745 5.95850 3.90778  C1 1.416, C3 1.453
3 C -1.02711 6.75444 2.69369  O2 1.453, C4 1.617, H13 1.090, H14 1.090
4 C -2.35761 6.38128 1.85468  C3 1.617, N5 1.391, H15 1.090, H16 1.090
5 N -2.43398 5.00493 1.66868  C4 1.391, C6 1.444, H17 1.010
6 C -3.70051 4.45024 1.25316  N5 1.444, C7 1.458, H18 1.090, H19 1.090
7 C -3.52788 3.00994 1.39500  C6 1.458, O8 1.481, H20 1.090, H21 1.090
8 O -2.92189 2.55661 2.66792  C7 1.481, C9 1.425
9 C -3.86892 2.75079 3.71423  O8 1.425, H22 1.090, H23 1.090, H24 1.090
10 H 0.33990 5.37673 5.38735  C1 1.090
11 H 0.36520 7.02413 5.07680  C1 1.090
12 H 1.20869 6.06876 3.96460  C1 1.090
13 H -0.11905 6.48585 2.15390  C3 1.090
14 H -0.91724 7.83477 2.78807  C3 1.090
15 H -2.20727 6.94426 0.93351  C4 1.090
16 H -3.26051 6.61468 2.41895  C4 1.090
17 H -2.08303 4.42524 2.41759  N5 1.010
18 H -3.80786 4.64651 0.18636  C6 1.090
19 H -4.49635 4.86937 1.86884  C6 1.090
20 H -2.85254 2.82325 0.56005  C7 1.090
21 H -4.46152 2.45119 1.33007  C7 1.090
22 H -4.83195 2.24070 3.69255  C9 1.090
23 H -4.18204 3.78361 3.86703  C9 1.090
24 H -3.40181 2.32938 4.60436  C9 1.090
25 C 0.85606 -5.99989 1.84683  O26 1.439, H34 1.090, H35 1.090, H36 1.090
26 O 0.90873 -4.85711 2.72001  C25 1.439, C27 1.458
27 C 1.73706 -5.17627 3.87638  O26 1.458, C28 1.520, H37 1.090, H38 1.090
28 C 1.98993 -3.85321 4.58160  C27 1.520, N29 1.473, H39 1.090, H40 1.090
29 N 2.95247 -3.02510 3.83456  C28 1.473, C30 1.423, H41 1.010
30 C 2.83451 -1.64149 4.14646  N29 1.423, C31 1.518, H42 1.090, H43 1.090
31 C 3.67455 -0.77264 3.22859  C30 1.518, O32 1.477, H44 1.090, H45 1.090
32 O 3.10485 -0.63272 1.87255  C31 1.477, C33 1.445
33 C 3.74918 0.39369 1.08555  O32 1.445, H46 1.090, H47 1.090, H48 1.090
34 H 1.82658 -6.14809 1.37330  C25 1.090
35 H 0.10219 -5.84410 1.07513  C25 1.090
36 H 0.58820 -6.96706 2.27220  C25 1.090
37 H 2.67051 -5.61957 3.52958  C27 1.090
38 H 1.23310 -5.94700 4.45955  C27 1.090
39 H 2.55651 -4.03976 5.49390  C28 1.090
40 H 1.01137 -3.39426 4.72267  C28 1.090
41 H 2.92130 -3.15572 2.83353  N29 1.010
42 H 3.13883 -1.48860 5.18189  C30 1.090
43 H 1.79616 -1.31618 4.08258  C30 1.090
44 H 4.69741 -1.14026 3.14667  C31 1.090
45 H 3.81098 0.23029 3.63309  C31 1.090
46 H 4.57324 -0.15581 0.63049  C33 1.090
47 H 4.01270 1.27893 1.66436  C33 1.090
48 H 3.22153 0.61402 0.15757  C33 1.090
49 C 3.04303 2.21893 6.75044  O50 1.406, H58 1.090, H59 1.090, H60 1.090
50 O 3.85013 3.05643 5.96086  C49 1.406, C51 1.368
51 C 5.18182 3.03966 6.27320  O50 1.368, C52 1.590, H61 1.090, H62 1.090
52 C 6.12357 3.77704 5.22553  C51 1.590, N53 1.509, H63 1.090, H64 1.090
53 N 5.62408 3.41335 3.84887  C52 1.509, C54 1.481, H65 1.010
54 C 6.15281 4.32459 2.80866  N53 1.481, C55 1.537, H66 1.090, H67 1.090
55 C 5.25132 5.53550 2.51774  C54 1.537, O56 1.477, H68 1.090, H69 1.090
56 O 3.86961 5.22423 2.09841  C55 1.477, C57 1.443
57 C 3.24682 6.31871 1.39428  O56 1.443, H70 1.090, H71 1.090, H72 1.090
58 H 3.39755 1.18866 6.71958  C49 1.090
59 H 1.98567 2.34000 6.51498  C49 1.090
60 H 3.13558 2.51339 7.79582  C49 1.090
61 H 5.51410 2.00180 6.29632  C51 1.090
62 H 5.34665 3.53539 7.22985  C51 1.090
63 H 7.16825 3.50429 5.37502  C52 1.090
64 H 5.94009 4.83046 5.43705  C52 1.090
65 H 4.61595 3.42027 3.78772  N53 1.010
66 H 6.19711 3.75131 1.88265  C54 1.090
67 H 7.10380 4.70420 3.18232  C54 1.090
68 H 5.77637 5.99055 1.67788  C55 1.090
69 H 5.14787 6.25786 3.32742  C55 1.090
70 H 3.26550 6.19146 0.31189  C57 1.090
71 H 3.64645 7.31955 1.55771  C57 1.090
72 H 2.15728 6.31657 1.36260  C57 1.090
73 C -4.53095 -2.94815 -9.08458  O74 1.449, H82 1.090, H83 1.090, H84 1.090
74 O -3.90057 -2.37730 -7.91178  C73 1.449, C75 1.491
75 C -2.62282 -2.96402 -7.41441  O74 1.491, C76 1.552, H85 1.090, H86 1.090
76 C -2.21723 -2.21005 -6.12022  C75 1.552, N77 1.490, H87 1.090, H88 1.090
77 N -0.77593 -2.38392 -5.78397  C76 1.490, C78 1.415, H89 1.010
78 C -0.37697 -3.64518 -5.28134  N77 1.415, C79 1.562, H90 1.090, H91 1.090
79 C -0.83878 -3.91674 -3.81414  C78 1.562, O80 1.432, H92 1.090, H93 1.090
80 O -0.36553 -5.24984 -3.59212  C79 1.432, C81 1.467
81 C -0.45523 -5.67661 -2.19185  O80 1.467, H94 1.090, H95 1.090, H96 1.090
82 H -5.58397 -2.66683 -9.09457  C73 1.090
83 H -4.35565 -4.01494 -9.22359  C73 1.090
84 H -4.07124 -2.32136 -9.84872  C73 1.090
85 H -1.81506 -2.78206 -8.12329  C75 1.090
86 H -2.59227 -4.05126 -7.34305  C75 1.090
87 H -2.90718 -2.54202 -5.34442  C76 1.090
88 H -2.32276 -1.16401 -6.40792  C76 1.090
89 H -0.18618 -2.15848 -6.57230  N77 1.010
90 H 0.71181 -3.66110 -5.23242  C78 1.090
91 H -0.60612 -4.41274 -6.02056  C78 1.090
92 H -1.90067 -3.79768 -3.59891  C79 1.090
93 H -0.37814 -3.22512 -3.10874  C79 1.090
94 H -1.25528 -5.18950 -1.63440  C81 1.090
95 H 0.47885 -5.51110 -1.65501  C81 1.090
96 H -0.44101 -6.76552 -2.14517  C81 1.090
97 C 7.94022 -8.05161 3.97088  O98 1.416, H106 1.090, H107 1.090, H108 1.090
98 O 6.64891 -8.54618 3.66582  C97 1.416, C99 1.410
99 C 6.09128 -8.03502 2.47557  O98 1.410, C100 1.488, H109 1.090, H110 1.090
100 C 5.37748 -6.77429 2.81677  C99 1.488, N101 1.453, H111 1.090, H112 1.090
101 N 4.57954 -6.31426 1.69279  C100 1.453, C102 1.446, H113 1.010
102 C 5.36172 -5.57031 0.73107  N101 1.446, C103 1.612, H114 1.090, H115 1.090
103 C 4.56916 -4.59686 -0.27947  C102 1.612, O104 1.374, H116 1.090, H117 1.090
104 O 3.81720 -3.84837 0.59321  C103 1.374, C105 1.455
105 C 2.69422 -3.22513 -0.08968  O104 1.455, H118 1.090, H119 1.090, H120 1.090
106 H 7.84312 -6.98965 4.19649  C97 1.090
107 H 8.66140 -8.23566 3.17457  C97 1.090
108 H 8.37288 -8.63465 4.78389  C97 1.090
109 H 5.22865 -8.63120 2.17800  C99 1.090
110 H 6.90554 -8.03772 1.75095  C99 1.090
111 H 5.99975 -5.95559 3.17819  C100 1.090
112 H 4.62413 -6.93331 3.58830  C100 1.090
113 H 3.87315 -5.73511 2.12371  N101 1.010
114 H 6.06101 -6.25019 0.24437  C102 1.090
115 H 5.98189 -4.85708 1.27403  C102 1.090
116 H 3.96650 -5.15587 -0.99530  C103 1.090
117 H 5.29083 -3.96549 -0.79780  C103 1.090
118 H 2.09568 -2.85548 0.74291  C105 1.090
119 H 2.11553 -3.87600 -0.74511  C105 1.090
120 H 3.03337 -2.30672 -0.56885  C105 1.090
121 C -1.59185 1.21176 -4.94312  O122 1.394, H130 1.090, H131 1.090, H132 1.090
122 O -1.18624 2.54324 -4.86782  C121 1.394, C123 1.412
123 C -0.98282 3.23289 -3.65260  O122 1.412, C124 1.588, H133 1.090, H134 1.090
124 C -1.20873 4.78444 -3.90286  C123 1.588, N125 1.476, H135 1.090, H136 1.090
125 N -2.54493 5.09939 -4.44490  C124 1.476, C126 1.445, H137 1.010
126 C -3.48866 5.18020 -3.35397  N125 1.445, C127 1.517, H138 1.090, H139 1.090
127 C -3.42708 6.48446 -2.58122  C126 1.517, O128 1.394, H140 1.090, H141 1.090
128 O -4.42302 6.31063 -1.62214  C127 1.394, C129 1.424
129 C -4.99494 7.37489 -0.86922  O128 1.424, H142 1.090, H143 1.090, H144 1.090
130 H -1.91138 1.14266 -5.98294  C121 1.090
131 H -2.55474 1.09576 -4.44564  C121 1.090
132 H -0.86921 0.41203 -4.78088  C121 1.090
133 H 0.04690 3.04371 -3.34931  C123 1.090
134 H -1.55402 2.96298 -2.76436  C123 1.090
135 H -0.54792 4.98978 -4.74504  C124 1.090
136 H -0.99685 5.44399 -3.06131  C124 1.090
137 H -2.68990 4.38523 -5.14422  N125 1.010
138 H -3.30115 4.35102 -2.67177  C126 1.090
139 H -4.43729 5.17562 -3.89079  C126 1.090
140 H -3.52768 7.30768 -3.28853  C127 1.090
141 H -2.48084 6.73917 -2.10387  C127 1.090
142 H -4.14306 7.89127 -0.42679  C129 1.090
143 H -5.75068 7.04243 -0.15759  C129 1.090
144 H -5.43003 7.96814 -1.67350  C129 1.090
145 C 3.04832 4.27804 -8.44916  O146 1.381, H154 1.090, H155 1.090, H156 1.090
146 O 3.03856 3.78649 -7.15878  C145 1.381, C147 1.498
147 C 1.93829 2.86895 -6.72083  O146 1.498, C148 1.548, H157 1.090, H158 1.090
148 C 2.38039 1.89533 -5.60129  C147 1.548, N149 1.497, H159 1.090, H160 1.090
149 N 2.65849 2.69411 -4.36600  C148 1.497, C150 1.474, H161 1.010
150 C 2.97751 1.86556 -3.18986  N149 1.474, C151 1.542, H162 1.090, H163 1.090
151 C 3.58492 2.67375 -2.02544  C150 1.542, O152 1.421, H164 1.090, H165 1.090
152 O 4.88126 3.18727 -2.29687  C151 1.421, C153 1.465
153 C 5.29596 4.24853 -1.37522  O152 1.465, H166 1.090, H167 1.090, H168 1.090
154 H 4.09538 4.51024 -8.64375  C145 1.090
155 H 2.45259 5.17482 -8.61941  C145 1.090
156 H 2.87199 3.51951 -9.21180  C145 1.090
157 H 1.57989 2.29133 -7.57289  C147 1.090
158 H 1.11260 3.52755 -6.45142  C147 1.090
159 H 3.22831 1.28841 -5.91872  C148 1.090
160 H 1.55535 1.23102 -5.34418  C148 1.090
161 H 3.27485 3.49016 -4.44667  N149 1.010
162 H 3.70715 1.06378 -3.30333  C150 1.090
163 H 2.12095 1.32581 -2.78604  C150 1.090
164 H 3.66888 2.11585 -1.09281  C151 1.090
165 H 2.86308 3.46658 -1.82928  C151 1.090
166 H 6.37192 4.40068 -1.28994  C153 1.090
167 H 5.05124 3.98900 -0.34524  C153 1.090
168 H 4.69530 5.06165 -1.78283  C153 1.090
169 C -3.28303 -5.00778 0.92939  C170 1.514, H175 1.090, H176 1.090, H177 1.090
170 C -4.08847 -6.18236 0.41463  C169 1.514, C171 1.553, N174 1.457, H178 1.090
171 C -3.96769 -7.41021 1.35838  C170 1.553, O172 1.439, H179 1.090, H180 1.090
172 O -4.78710 -8.52610 0.96520  C171 1.439, C173 1.425
173 C -4.57699 -9.67421 1.78346  O172 1.425, H181 1.090, H182 1.090, H183 1.090
174 N -5.42776 -5.86120 -0.06038  C170 1.457, H184 1.010, H185 1.010
175 H -2.94999 -4.43814 0.06182  C169 1.090
176 H -2.43747 -5.27588 1.56283  C169 1.090
177 H -3.78637 -4.35223 1.64003  C169 1.090
178 H -3.67694 -6.50357 -0.54223  C170 1.090
179 H -4.32878 -7.17826 2.36034  C171 1.090
180 H -2.91974 -7.65975 1.52463  C171 1.090
181 H -5.22561 -10.51873 1.55071  C173 1.090
182 H -4.68779 -9.53380 2.85869  C173 1.090
183 H -3.54103 -9.98688 1.65252  C173 1.090
184 H -6.09630 -5.93928 0.69266  N174 1.010
185 H -5.57516 -6.68433 -0.62680  N174 1.010
186 C -1.41643 -1.87299 2.78447  C187 1.558, H192 1.090, H193 1.090, H194 1.090
187 C -2.53406 -0.78790 2.77691  C186 1.558, C188 1.474, N191 1.435, H195 1.090
188 C -3.83792 -1.20332 3.32543  C187 1.474, O189 1.462, H196 1.090, H197 1.090
189 O -4.40612 -2.17696 2.39469  C188 1.462, C190 1.386
190 C -5.59131 -2.83055 2.69339  O189 1.386, H198 1.090, H199 1.090, H200 1.090
191 N -2.00213 0.33374 3.49598  C187 1.435, H201 1.010, H202 1.010
192 H -1.70013 -2.67488 2.10287  C186 1.090
193 H -1.27742 -2.28723 3.78307  C186 1.090
194 H -0.43270 -1.48135 2.52564  C186 1.090
195 H -2.64805 -0.41644 1.75852  C187 1.090
196 H -4.48011 -0.34217 3.14070  C188 1.090
197 H -3.63778 -1.41851 4.37506  C188 1.090
198 H -5.86340 -3.21458 1.71024  C190 1.090
199 H -6.33642 -2.11232 3.03551  C190 1.090
200 H -5.57680 -3.67206 3.38603  C190 1.090
201 H -1.10754 0.47119 3.04775  N191 1.010
202 H -2.49635 1.19990 3.33591  N191 1.010
203 C 0.85565 3.28336 1.93100  C204 1.578, H209 1.090, H210 1.090, H211 1.090
204 C 0.57437 2.78611 0.46043  C203 1.578, C205 1.564, N208 1.498, H212 1.090
205 C 0.06803 1.30718 0.40023  C204 1.564, O206 1.444, H213 1.090, H214 1.090
206 O -0.64294 0.99741 -0.81833  C205 1.444, C207 1.445
207 C -0.97793 -0.40727 -0.86857  O206 1.445, H215 1.090, H216 1.090, H217 1.090
208 N -0.47408 3.67163 -0.13990  C204 1.498, H218 1.010, H219 1.010
209 H 1.41963 2.53162 2.48319  C203 1.090
210 H -0.05557 3.49426 2.49074  C203 1.090
211 H 1.46004 4.19044 1.92685  C203 1.090
212 H 1.45142 2.83820 -0.18469  C204 1.090
213 H -0.65253 1.02280 1.16707  C205 1.090
214 H 0.94936 0.69129 0.57922  C205 1.090
215 H -0.09382 -1.03588 -0.76235  C207 1.090
216 H -1.46634 -0.54283 -1.83354  C207 1.090
217 H -1.78786 -0.60496 -0.16640  C207 1.090
218 H -1.17130 4.01369 0.50584  N208 1.010
219 H -1.00923 3.02227 -0.69851  N208 1.010
220 C -5.11624 2.63346 -2.07997  C221 1.557, H226 1.090, H227 1.090, H228 1.090
221 C -5.72155 1.22508 -1.80938  C220 1.557, C222 1.561, N225 1.491, H229 1.090
222 C -4.63870 0.26228 -1.22955  C221 1.561, O223 1.441, H230 1.090, H231 1.090
223 O -4.69273 -1.01816 -1.88860  C222 1.441, C224 1.409
224 C -4.16656 -2.13376 -1.20707  O223 1.409, H232 1.090, H233 1.090, H234 1.090
225 N -6.87160 1.37650 -0.87223  C221 1.491, H235 1.010, H236 1.010
226 H -4.41171 2.65702 -2.91134  C220 1.090
227 H -4.78386 3.16089 -1.18585  C220 1.090
228 H -5.89652 3.32694 -2.39358  C220 1.090
229 H -6.13003 0.88054 -2.75940  C221 1.090
230 H -4.83840 0.30992 -0.15906  C222 1.090
231 H -3.64209 0.69165 -1.33212  C222 1.090
232 H -3.39947 -2.66300 -1.77239  C224 1.090
233 H -4.80728 -2.99601 -1.02235  C224 1.090
234 H -3.62122 -1.92361 -0.28700  C224 1.090
235 H -7.07134 0.57936 -0.28506  N225 1.010
236 H -7.70502 1.50508 -1.42809  N225 1.010

No. 2
Computed, not measured: a cluster of 2 separate species, C4H11N2O3 in total in a non-equilibrium geometry, with wB97M-V/def2-TZVPD.

Calculated values
total energy	-494.27349	Ha
net charge	-1
ΔE to the lowest compared entry with this formula, charge and spin	121.0	kJ/mol

Last columns: bonded neighbours and bond lengths (Å).
Element x y z (Å)
1 C 1.75283 0.44450 -0.26462  N2 1.451, C3 1.575, H9 1.129, H10 1.203
2 N 1.42556 0.96202 -1.58024  C1 1.451, H11 1.033, H12 0.918
3 C 0.60203 -0.40317 0.39648  C1 1.575, C4 1.666, N5 1.453, H13 1.111
4 C 0.94997 -0.76320 1.98597  C3 1.666, H14 1.030, H15 1.069, H16 1.217
5 N -0.60574 0.39913 0.30052  C3 1.453, C6 1.438, H17 0.966
6 C -1.84177 -0.20684 0.71477  N5 1.438, O7 1.219, O8 1.290
7 O -2.75339 0.60218 0.70614  C6 1.219
8 O -1.82393 -1.44646 1.06954  C6 1.290
9 H 1.89522 1.34416 0.40328  C1 1.129
10 H 2.77974 -0.17821 -0.33656  C1 1.203
11 H 2.16991 0.66576 -2.23239  N2 1.033
12 H 0.68904 0.64932 -2.03036  N2 0.918
13 H 0.48102 -1.34504 -0.18058  C3 1.111
14 H 1.44986 -0.10808 2.60397  C4 1.030
15 H 1.47907 -1.68067 1.84433  C4 1.069
16 H -0.14678 -1.13029 2.36403  C4 1.217
17 H -0.52214 1.32600 0.55775  N5 0.966
18 H -1.91437 0.16830 -2.20903  O20 0.952
19 H -3.28922 0.22370 -1.64680  O20 0.999
20 O -2.77692 0.47689 -2.46621  H18 0.952, H19 0.999

| no. | frontier orbital gap (eV) |
| --- | --- |
| 1 | 8.9 |
| 2 | 8.1 |